Record 1
DFT (ωB97M-V/def2-TZVPD) results for the molecule C10H18ClOP.

Cartesian coordinates (Å):
C: -3.6734 0.2114 -1.1286
C: -3.6404 1.2256 -0.2703
C: 4.6583 -0.0810 -0.2719
C: -2.6557 -0.9071 -1.1926
C: -2.4734 1.3495 0.8191
C: -1.8801 -1.0050 0.1217
C: -1.3235 0.4155 0.5898
C: 3.4670 -0.5375 -1.1703
C: -0.4265 0.3422 1.7953
C: 2.4115 -1.2185 -0.3953
O: 1.4032 -0.2728 0.0706
P: 1.3756 0.6431 1.4101
Cl: 1.3984 2.4192 0.3956
H: -4.4044 0.3456 -1.9270
H: -4.5057 1.7368 -0.0233
H: 5.6175 0.3497 -0.8271
H: 4.2342 0.7711 0.2813
H: -3.1156 -1.9033 -1.4031
H: -1.9411 -0.7114 -2.0650
H: -2.0273 2.4413 0.9889
H: -2.9886 1.1218 1.8059
H: -2.7324 -1.1780 0.9309
H: -1.2450 -1.8729 0.2516
H: -0.8131 0.9449 -0.1960
H: 3.8284 -1.2554 -2.0027
H: 3.1510 0.4652 -1.5040
H: 4.9512 -0.7420 0.5103
H: -0.6888 -0.4803 2.5169
H: -0.5289 1.0731 2.6365
H: 2.6485 -1.9149 0.3681
H: 1.9191 -1.7759 -1.1153

Calculated values
SMILES = CCCOP(Cl)C[C@@H]1CC=CCC1
molecular weight = 220.68 g mol⁻¹
multiplicity = 1
Kohn-Sham gap = 9.7 eV

These are the Mulliken partial charges, in e, on atoms 1 to 6: -0.2959, -0.6947, -1.0747, -0.5446, -0.8608, -0.9169

=====

Record 2
DFT (ωB97M-V/def2-TZVPD) results for a cluster of 2 separate species, C10H18N2O2 in total.

Cartesian coordinates (Å):
C: -3.2883 -3.2162 0.3573
C: -0.4147 -2.2147 2.2592
C: -0.1572 -0.8670 0.3147
C: 2.1786 1.3774 -1.9418
C: 0.3214 2.1377 -0.4871
C: 1.6899 -2.2271 0.7754
C: -3.1810 0.8938 1.5999
C: 0.5549 -0.4483 -0.9136
C: -1.5190 -0.2778 0.3947
C: 1.3036 0.9914 -0.8195
N: -2.6900 -2.2495 0.2511
N: 0.3875 -1.7163 1.1242
O: -0.8254 -1.4377 3.0147
O: -1.9799 0.1304 1.4481
H: -3.8866 -4.1220 0.4412
H: -0.5199 -3.3970 2.1069
H: 2.7315 2.3680 -1.6779
H: 2.9919 0.7408 -2.0975
H: 1.6512 1.7259 -2.7745
H: -0.3401 2.0247 0.3566
H: 0.8998 3.0339 -0.3014
H: -0.1481 2.1785 -1.5744
H: 1.5423 -2.9030 -0.1650
H: 2.0305 -2.8676 1.6529
H: 2.5693 -1.4761 0.5760
H: -3.1758 1.4598 2.5428
H: -4.0633 0.1338 1.6341
H: -3.4057 1.5311 0.7794
H: -0.1899 -0.3106 -1.6322
H: 1.3897 -1.1643 -1.0775
H: -1.9081 0.0126 -0.5929
H: 1.9939 0.8171 0.0070

Calculated values
molecular weight = 198.27 g mol⁻¹
multiplicity = 1
charge = +2
energy above the lowest of the compared OMol25 structures with the same formula, charge and spin = 0.563 eV
Kohn-Sham gap = 8.0 eV

These are the Mulliken partial charges, in e, on atoms 1 to 6: -0.0748, -0.0637, 1.2816, -1.6408, -1.2841, -1.0146

=====

Record 3
DFT (ωB97M-V/def2-TZVPD) results for the molecule C10H18N2O3Si.

Cartesian coordinates (Å):
N: 3.3996 -0.7340 4.4895
C: 3.6920 -0.5882 3.3889
O: -0.5673 -0.9809 0.6895
O: -0.5972 1.7381 0.3419
O: 0.8050 0.1488 -1.3752
N: -2.3710 0.0342 -1.4479
C: 3.9639 -0.5633 1.9991
C: -1.9652 -0.9369 0.8696
C: -1.2724 2.2043 -0.7588
C: 0.0141 -0.8181 -2.0196
C: -2.7767 -0.9551 -0.4239
C: -2.5689 1.4428 -1.0497
C: -1.3309 -0.2568 -2.5222
C: 2.7026 -0.6725 1.1302
C: 1.8982 0.5887 1.2124
Si: 0.3205 0.3694 0.1889
H: 4.5403 0.3407 1.7315
H: 4.6267 -1.4401 1.8773
H: -2.2100 -1.8421 1.4918
H: -2.1793 -0.0200 1.4534
H: -0.5951 2.1031 -1.6072
H: -1.4470 3.3162 -0.6443
H: 0.6320 -1.1591 -2.8692
H: -0.1468 -1.6454 -1.3616
H: -3.8563 -0.7853 -0.2372
H: -2.7276 -1.9376 -0.9218
H: -3.1646 1.5324 -0.1310
H: -3.0728 1.9679 -1.8715
H: -1.7914 -0.9392 -3.2257
H: -1.1203 0.6714 -3.0451
H: 2.9833 -0.9082 0.0763
H: 2.1335 -1.5343 1.4733
H: 1.5974 0.8089 2.2670
H: 2.4518 1.4501 0.8314

Calculated values
SMILES = N#CCCC[Si]12OCCN(CCO1)CCO2
molecular weight = 242.35 g mol⁻¹
multiplicity = 1
energy above the lowest of the compared OMol25 structures with the same formula, charge and spin = 0.000 eV
Kohn-Sham gap = 9.2 eV

These are the Mulliken partial charges, in e, on atoms 1 to 6: -0.4419, 0.2550, -0.3576, -0.3621, -0.3877, 0.1574

=====

Record 4
DFT (ωB97M-V/def2-TZVPD) results for a structure of composition C10H18N2O5.

Cartesian coordinates (Å):
C: -2.5993 -1.0279 0.2071
C: -1.2581 -0.1933 -0.0412
C: -3.7272 -0.3373 -0.6552
C: -5.0464 -0.9760 -0.5055
C: -3.9421 1.1095 -0.5713
C: 0.9450 0.6277 0.9559
C: 0.9887 2.0612 0.2891
C: 1.7808 -0.4671 0.3035
C: 3.2581 0.0972 0.0544
C: 4.2002 -1.1067 -0.3282
H: -4.0583 -1.1460 1.9567
H: -3.1204 -2.8596 1.2879
H: -2.2236 -2.0411 -0.3300
H: -3.4946 -0.3174 -1.7024
H: -4.8012 -1.8731 -1.0741
H: -5.6130 -0.2939 -1.3322
H: -5.2597 -1.3912 0.5661
H: -4.8703 1.4965 -1.1043
H: -2.9446 1.7085 -1.0913
H: -3.9163 1.5200 0.5313
H: -0.7947 -0.3037 1.7645
H: 1.1705 0.7986 1.9340
H: 1.2382 -1.0060 -0.5399
H: 1.9462 -1.1660 1.2250
H: 3.7145 0.2066 1.0323
H: 3.2392 1.0276 -0.5449
H: 5.7758 -1.5897 -1.2233
H: 0.2240 1.2263 -1.2657
N: -2.9957 -1.6096 1.5444
N: -0.5313 0.1544 0.9743
O: -1.1612 0.0988 -1.2357
O: 1.7519 2.7043 1.0201
O: 3.8359 -2.2560 -0.2033
O: 5.4585 -0.6874 -0.7787
O: 0.2248 2.3236 -0.7989

Calculated values
molecular weight = 246.26 g mol⁻¹
multiplicity = 1
energy above the lowest of the compared OMol25 structures with the same formula, charge and spin = 7.679 eV
Kohn-Sham gap = 9.8 eV

These are the Mulliken partial charges, in e, on atoms 1 to 6: 0.0175, 0.4373, 0.2456, -0.8639, -1.3727, -0.7883

=====

Record 5
DFT (ωB97M-V/def2-TZVPD) results for the molecule C10H18N2O5.

Cartesian coordinates (Å):
C: -1.1022 -0.8412 -1.7249
C: 0.3892 -0.4428 -1.5325
C: -1.7761 0.4249 -2.2019
C: -1.6797 1.5580 -1.2481
C: -0.4465 2.4800 -1.2860
C: 0.4225 -1.1009 1.0372
C: -0.5671 -0.3147 1.8162
C: 1.5666 -1.6221 1.9551
C: 2.3307 -2.8548 1.1560
C: 2.5523 -0.5078 2.4139
H: -1.6716 -2.4634 -0.6590
H: -2.7404 -1.3990 -0.9937
H: -1.0439 -1.5352 -2.6056
H: -2.8828 0.1801 -2.2483
H: -1.4154 0.5594 -3.2180
H: -2.5471 2.1946 -1.4528
H: -1.8131 1.2187 -0.1602
H: 0.0302 1.9939 0.4898
H: 1.7421 0.1296 -0.0864
H: -0.1991 -1.9542 0.6614
H: 0.9804 -1.9936 2.7995
H: 1.5765 -3.6486 1.2436
H: 2.7462 -2.7761 0.1217
H: 3.1416 -3.2252 1.7046
H: 3.0362 -1.0564 3.2355
H: 3.3450 -0.3089 1.5918
H: 2.1351 0.4558 2.6693
H: -1.9840 -0.4652 2.9973
N: -1.8159 -1.4898 -0.5820
N: 0.9014 -0.4706 -0.1734
O: 1.0148 0.2716 -2.2938
O: -0.2483 3.2131 -2.2000
O: 0.3472 2.5448 -0.2245
O: -0.5271 0.8802 1.7371
O: -1.3581 -1.0168 2.5923

Calculated values
SMILES = CC(C)[C@H](NC(=O)[C@@H](N)CCC(=O)O)C(=O)O
molecular weight = 246.26 g mol⁻¹
multiplicity = 1
energy above the lowest of the compared OMol25 structures with the same formula, charge and spin = 2.385 eV
Kohn-Sham gap = 9.8 eV

These are the Mulliken partial charges, in e, on atoms 1 to 6: 0.1640, -0.1676, -0.9061, -0.0633, 0.3538, 0.0182

=====

Record 6
DFT (ωB97M-V/def2-TZVPD) results for the molecule C10H18N4O5.

Cartesian coordinates (Å):
C: 1.0908 -0.2367 0.9826
C: 0.2114 0.7029 0.1463
C: 2.4720 0.3144 1.4015
C: 3.2115 1.0167 0.2224
C: 3.8324 -0.0229 -0.6872
C: -1.7147 0.8953 -1.1820
C: -2.2202 1.9142 -0.1369
C: -2.8490 0.0027 -1.7606
C: -3.6059 -0.7137 -0.7576
C: -2.7469 -1.7325 0.0985
H: 1.8293 -1.3380 -0.5959
H: 1.5327 -2.1740 0.9637
H: 0.4972 -0.4604 1.8546
H: 2.3165 1.0621 2.2108
H: 3.0843 -0.5358 1.8779
H: 4.0973 1.5412 0.5919
H: 2.5635 1.6276 -0.3325
H: 5.5378 -0.7949 -1.3579
H: 5.5865 0.4365 -0.0232
H: -0.8259 -0.9909 -0.4556
H: -1.3608 1.5957 -2.0786
H: -3.4937 0.6142 -2.3767
H: -2.3382 -0.7922 -2.3440
H: -3.9820 -0.0200 0.0290
H: -4.3825 -1.3672 -1.1527
H: -2.9510 -0.4557 1.7055
H: -2.2706 -2.0089 2.0279
H: -2.3333 2.0866 1.6629
N: 1.1916 -1.5014 0.2514
N: 5.1265 -0.3387 -0.5283
N: -0.7337 0.0751 -0.5100
N: -2.8350 -1.4424 1.4425
O: 0.4067 1.8952 -0.0242
O: 3.1676 -0.5965 -1.5056
O: -2.4684 3.1382 -0.3047
O: -2.2795 -2.7528 -0.3953
O: -2.3645 1.3569 1.0404

Calculated values
SMILES = NC(=O)CC[C@H](NC(=O)[C@@H](N)CCC(N)=O)C(=O)O
molecular weight = 274.28 g mol⁻¹
multiplicity = 1
energy above the lowest of the compared OMol25 structures with the same formula, charge and spin = 1.810 eV
Kohn-Sham gap = 9.6 eV

These are the Mulliken partial charges, in e, on atoms 1 to 6: -0.1566, 0.4266, -0.9527, -0.6667, 0.3934, 0.4475

=====

no.,electronic energy (eV),HOMO (eV)
1,-34519.243,-8.77
2,-17715.217,-17.80
3,-27664.893,-8.39
4,-23874.112,-9.65
5,-23879.406,-9.51
6,-26860.802,-9.14